ORCA calculation (ωB97M-V/def2-TZVPD) on 10 unconnected molecules or ions with the total composition C32H91N11O11 in a non-equilibrium geometry.

ORCA input file:
```
! wB97M-V def2-TZVPD RIJCOSX def2/J DEFGRID3
* xyz 0 1
C -2.67 -2.74 2.44
O -3.87 -2.17 2.00
C -4.95 -2.29 2.91
C -6.12 -1.44 2.42
C -7.35 -1.68 3.31
N -6.52 -1.83 1.05
H -2.52 -2.41 3.48
H -1.83 -2.34 1.85
H -2.51 -3.82 2.35
H -5.18 -3.35 3.07
H -4.62 -1.82 3.85
H -5.91 -0.37 2.45
H -7.54 -2.76 3.43
H -8.30 -1.25 3.01
H -7.10 -1.42 4.34
H -6.65 -2.83 0.93
H -5.69 -1.61 0.51
C 1.54 3.64 0.88
O 2.64 2.88 1.35
C 3.66 3.63 1.98
C 4.57 4.35 0.99
C 5.40 3.38 0.13
N 5.48 5.22 1.78
H 1.08 4.20 1.70
H 0.75 2.96 0.56
H 1.82 4.28 0.04
H 3.21 4.32 2.71
H 4.13 2.87 2.61
H 4.01 5.00 0.31
H 5.91 3.99 -0.62
H 4.70 2.73 -0.39
H 6.14 2.86 0.75
H 6.04 4.63 2.39
H 6.15 5.62 1.12
C 1.54 3.03 -7.06
O 2.86 2.52 -6.91
C 3.04 1.99 -5.61
C 3.45 3.05 -4.57
C 4.96 3.34 -4.60
N 3.06 2.64 -3.23
H 0.79 2.24 -7.12
H 1.49 3.68 -7.94
H 1.33 3.75 -6.26
H 2.20 1.34 -5.33
H 3.89 1.31 -5.76
H 2.89 3.97 -4.77
H 5.52 2.41 -4.72
H 5.32 3.86 -3.71
H 5.20 3.99 -5.45
H 3.39 1.71 -2.97
H 3.67 3.15 -2.59
C -4.07 1.01 4.97
O -3.77 1.66 3.74
C -3.04 0.88 2.80
C -2.64 1.87 1.73
C -2.18 1.18 0.47
N -1.61 2.79 2.27
H -3.12 0.74 5.44
H -4.65 0.09 4.86
H -4.66 1.66 5.62
H -2.15 0.44 3.27
H -3.63 0.11 2.30
H -3.48 2.54 1.52
H -1.60 1.83 -0.19
H -2.99 0.87 -0.19
H -1.46 0.38 0.65
H -2.04 2.96 3.18
H -1.64 3.69 1.81
C 0.07 -0.39 -3.59
O -0.71 0.05 -4.69
C -0.99 1.41 -4.75
C -1.86 1.94 -3.62
C -3.25 1.36 -3.66
N -2.07 3.40 -3.95
H 0.33 -1.42 -3.81
H -0.46 -0.23 -2.65
H 1.04 0.12 -3.49
H -0.10 2.05 -4.86
H -1.50 1.66 -5.69
H -1.41 1.95 -2.63
H -3.24 0.27 -3.49
H -3.77 1.45 -4.62
H -3.89 1.84 -2.91
H -2.51 3.40 -4.86
H -2.78 3.85 -3.38
C 0.39 -5.45 -1.91
O -0.70 -4.74 -2.47
C -1.37 -3.93 -1.53
C -2.41 -3.12 -2.25
C -2.95 -2.03 -1.33
N -3.47 -3.99 -2.77
H 1.15 -4.71 -1.65
H 0.78 -6.21 -2.57
H 0.11 -5.89 -0.94
H -1.81 -4.48 -0.68
H -0.65 -3.31 -0.98
H -2.02 -2.57 -3.12
H -2.15 -1.48 -0.83
H -3.46 -2.52 -0.49
H -3.70 -1.37 -1.76
H -3.20 -4.96 -2.67
H -4.25 -4.00 -2.11
C 0.01 1.09 6.94
O 1.13 1.69 6.33
C 1.04 1.83 4.92
C 1.16 0.49 4.19
C 2.46 -0.22 4.51
N 1.08 0.78 2.73
H -0.22 0.07 6.65
H -0.90 1.68 6.78
H 0.19 1.13 8.01
H 0.06 2.29 4.74
H 1.85 2.50 4.64
H 0.26 -0.12 4.35
H 2.37 -0.68 5.50
H 3.28 0.51 4.50
H 2.65 -1.04 3.81
H 0.20 1.30 2.69
H 1.79 1.47 2.51
N 2.02 -0.14 -0.21
C 1.53 -1.42 -0.13
N 0.64 -1.55 0.90
O 1.71 -2.27 -1.01
H 2.64 0.10 -0.97
H 1.96 0.43 0.61
H 0.75 -0.87 1.65
H 0.28 -2.48 1.02
N 3.44 -1.82 -3.23
C 4.38 -0.86 -3.13
N 5.49 -1.04 -3.92
O 4.27 0.11 -2.36
H 2.73 -1.69 -2.50
H 3.40 -2.39 -4.05
H 6.23 -0.37 -3.83
H 5.68 -1.96 -4.27
O 0.67 -7.44 1.94
C 1.52 -6.29 2.01
C 0.71 -5.10 2.54
O -0.07 -4.47 1.52
H -0.19 -7.09 1.71
H 2.33 -6.54 2.70
H 2.00 -6.13 1.04
H 1.34 -4.31 2.95
H 0.05 -5.27 3.40
H -0.82 -4.99 1.20
*
```

Properties
SMILES	COC[C@H](C)N.COC[C@H](C)N.COC[C@H](C)N.COC[C@H](C)N.COC[C@H](C)N.COC[C@H](C)N.COC[C@H](C)N.NC(N)=O.NC(N)=O.OCCO
HOMO-LUMO gap	8.93	eV
ΔE to the lowest compared entry with this formula, charge and spin	2.381	eV


ORCA calculation (ωB97M-V/def2-TZVPD) on 11 unconnected molecules or ions with the total composition C32H93N11O11 in a non-equilibrium geometry.

ORCA input file:
```
! wB97M-V def2-TZVPD RIJCOSX def2/J DEFGRID3
* xyz 0 1
C -1.27 -3.05 -3.13
O -2.55 -3.51 -2.75
C -3.21 -2.65 -1.85
C -2.89 -3.00 -0.39
C -3.09 -4.49 -0.07
N -3.49 -2.17 0.65
H -1.29 -1.99 -3.45
H -0.80 -3.68 -3.88
H -0.62 -2.95 -2.25
H -3.23 -1.60 -2.15
H -4.26 -2.96 -2.01
H -1.80 -2.91 -0.36
H -4.14 -4.77 -0.16
H -2.84 -4.71 0.97
H -2.48 -5.14 -0.69
H -4.50 -2.30 0.72
H -3.16 -2.55 1.54
C -0.52 4.28 0.01
O -0.03 3.01 -0.34
C -0.36 2.00 0.61
C 0.22 0.71 -0.01
C -0.31 -0.55 0.69
N 1.66 0.70 -0.08
H -1.60 4.41 0.01
H -0.07 4.98 -0.70
H -0.11 4.54 1.00
H 0.04 2.30 1.59
H -1.44 1.87 0.78
H -0.21 0.64 -1.01
H -0.14 -1.36 -0.03
H -1.39 -0.53 0.84
H 0.16 -0.87 1.62
H 2.02 1.21 -0.89
H 2.11 1.29 0.62
C 6.07 0.13 -2.94
O 5.38 1.18 -3.59
C 4.78 2.08 -2.63
C 3.71 2.82 -3.38
C 3.12 3.95 -2.51
N 2.52 2.02 -3.77
H 5.65 -0.25 -2.01
H 7.13 0.40 -2.82
H 6.13 -0.73 -3.62
H 4.31 1.47 -1.85
H 5.54 2.82 -2.37
H 4.16 3.35 -4.22
H 2.79 3.62 -1.52
H 2.23 4.42 -2.93
H 3.84 4.76 -2.37
H 2.93 1.17 -4.15
H 2.05 2.40 -4.59
C 2.38 -1.29 -2.97
O 3.50 -2.11 -2.77
C 3.57 -3.23 -3.67
C 3.18 -4.50 -2.93
C 3.55 -5.77 -3.71
N 1.71 -4.58 -2.61
H 2.25 -0.65 -2.10
H 1.46 -1.86 -3.11
H 2.44 -0.67 -3.87
H 3.04 -3.00 -4.59
H 4.61 -3.32 -3.97
H 3.60 -4.56 -1.92
H 4.64 -5.67 -3.84
H 3.08 -5.72 -4.69
H 3.25 -6.65 -3.16
H 1.56 -5.18 -1.81
H 1.49 -3.63 -2.32
C 6.55 0.43 1.33
O 5.30 -0.10 1.77
C 4.73 -0.89 0.75
C 3.83 -1.99 1.31
C 4.73 -2.94 2.11
N 3.19 -2.72 0.24
H 6.51 0.83 0.31
H 7.27 -0.40 1.31
H 6.86 1.24 1.98
H 4.16 -0.32 -0.01
H 5.46 -1.39 0.09
H 3.11 -1.56 2.01
H 5.44 -3.50 1.50
H 4.09 -3.60 2.68
H 5.26 -2.36 2.86
H 3.83 -2.99 -0.50
H 2.58 -2.00 -0.16
C 3.06 -6.41 4.49
O 2.94 -5.46 3.47
C 1.94 -5.65 2.50
C 0.74 -4.75 2.74
C -0.34 -4.85 1.69
N 1.16 -3.35 2.92
H 3.90 -6.31 5.17
H 3.22 -7.42 4.07
H 2.09 -6.54 4.98
H 2.44 -5.42 1.54
H 1.68 -6.71 2.34
H 0.38 -5.15 3.69
H -1.18 -4.22 1.97
H -0.74 -5.86 1.55
H 0.00 -4.54 0.69
H 1.65 -3.12 2.05
H 1.96 -3.39 3.56
C -3.43 5.69 3.15
O -4.67 6.29 2.87
C -5.06 6.45 1.51
C -6.55 6.17 1.38
C -7.08 4.75 1.64
N -6.99 6.54 0.00
H -3.38 5.69 4.24
H -2.57 6.25 2.76
H -3.35 4.67 2.74
H -4.84 7.46 1.19
H -4.59 5.70 0.87
H -7.25 6.75 1.99
H -6.81 4.40 2.64
H -6.83 4.00 0.88
H -8.17 4.80 1.58
H -6.48 5.90 -0.64
H -6.48 7.40 -0.24
N -1.14 -1.74 4.13
C -2.42 -2.17 4.03
N -3.35 -1.31 4.57
O -2.78 -3.21 3.47
H -0.95 -0.89 4.61
H -0.36 -2.31 3.79
H -4.31 -1.46 4.31
H -3.17 -0.32 4.64
N -5.78 2.40 -1.72
C -5.23 3.61 -1.55
N -3.99 3.59 -0.94
O -5.71 4.68 -1.95
H -6.50 2.32 -2.42
H -5.26 1.56 -1.49
H -3.50 4.45 -0.98
H -3.57 2.72 -0.64
C -5.10 0.81 0.99
O -4.21 0.45 -0.05
H -6.12 0.53 0.74
H -4.91 0.31 1.94
H -5.10 1.89 1.14
H -3.81 -0.44 0.14
C -0.30 8.37 -0.47
O -0.89 8.94 -1.62
H -1.12 8.02 0.16
H 0.34 7.51 -0.70
H 0.31 9.07 0.11
H -0.36 9.68 -1.92
*
```

Properties
SMILES	COC[C@H](C)N.COC[C@H](C)N.COC[C@H](C)N.COC[C@H](C)N.COC[C@H](C)N.COC[C@H](C)N.COC[C@H](C)N.NC(N)=O.NC(N)=O.CO.CO
HOMO-LUMO gap	9.00	eV


ORCA calculation (ωB97M-V/def2-TZVPD) on 14 unconnected molecules or ions with the total composition C32H93NO28 in a non-equilibrium geometry.

ORCA input file:
```
! wB97M-V def2-TZVPD RIJCOSX def2/J DEFGRID3
* xyz 1 2
C 7.83 4.51 -0.56
C 6.39 4.11 -0.11
O 6.02 2.78 -0.23
O 7.88 4.34 -1.97
H 8.54 3.77 -0.19
H 8.04 5.52 -0.22
H 5.74 4.68 -0.76
H 6.23 4.40 0.93
H 6.14 2.58 -1.16
H 7.61 3.44 -2.16
C -5.07 -2.70 -1.44
C -6.49 -3.07 -1.90
O -6.64 -4.38 -2.39
O -5.04 -1.38 -0.85
H -4.38 -2.80 -2.27
H -4.65 -3.32 -0.64
H -6.85 -2.46 -2.72
H -7.14 -3.01 -1.04
H -6.32 -4.36 -3.29
H -5.71 -1.35 -0.15
C -0.41 1.78 -3.69
C -0.92 2.56 -4.96
O -0.33 2.16 -6.17
O -1.02 0.53 -3.59
H -0.70 2.24 -2.75
H 0.68 1.80 -3.71
H -0.72 3.63 -4.84
H -2.00 2.71 -5.06
H -0.56 1.26 -6.44
H -1.11 0.25 -2.67
C 5.56 -3.70 -0.26
C 5.30 -4.45 1.09
O 5.48 -5.79 0.86
O 5.01 -2.40 -0.34
H 5.07 -4.21 -1.09
H 6.63 -3.57 -0.46
H 4.25 -4.28 1.35
H 6.01 -4.12 1.85
H 4.77 -6.04 0.26
H 5.50 -1.93 -1.02
C 1.22 4.85 -1.20
C 0.74 4.27 0.19
O -0.37 4.99 0.73
O 0.32 4.53 -2.25
H 2.23 4.50 -1.40
H 1.39 5.92 -1.14
H 1.48 4.43 0.98
H 0.47 3.22 0.07
H -1.17 4.49 0.56
H -0.57 4.84 -2.04
C 2.37 -0.42 -6.28
C 3.37 0.44 -5.40
O 4.14 -0.44 -4.56
O 2.97 -1.24 -7.25
H 1.66 0.29 -6.69
H 1.74 -0.97 -5.58
H 2.86 1.15 -4.74
H 4.04 1.12 -5.92
H 4.76 -0.94 -5.10
H 3.32 -0.67 -7.94
C 1.36 -1.53 7.16
C 0.14 -1.66 6.25
O -1.09 -1.46 6.94
O 1.50 -0.19 7.62
H 2.28 -1.89 6.72
H 1.23 -2.22 8.00
H 0.21 -2.63 5.76
H 0.08 -0.96 5.41
H -0.97 -1.80 7.84
H 0.76 0.01 8.20
C -3.89 -0.04 6.55
C -5.35 -0.49 6.42
O -6.16 0.03 7.47
O -3.12 -0.56 5.49
H -3.48 -0.30 7.53
H -3.87 1.05 6.64
H -5.28 -1.58 6.52
H -5.85 -0.35 5.46
H -6.77 -0.65 7.74
H -2.30 -0.79 5.93
C -3.47 4.30 -1.64
C -3.18 2.87 -1.01
O -2.78 3.07 0.34
O -2.35 5.20 -1.59
H -4.29 4.72 -1.05
H -3.81 4.11 -2.66
H -2.27 2.41 -1.39
H -3.98 2.16 -1.20
H -2.28 2.30 0.62
H -2.69 6.09 -1.45
C -1.78 -5.69 -0.73
C -1.34 -4.20 -0.83
O -1.70 -3.77 -2.12
O -1.25 -6.37 0.41
H -1.51 -6.25 -1.62
H -2.86 -5.79 -0.83
H -0.25 -4.11 -0.78
H -1.67 -3.53 -0.03
H -1.11 -4.22 -2.72
H -2.01 -6.55 0.97
C 1.17 -3.52 -3.98
C 2.45 -3.27 -3.14
O 3.29 -4.37 -3.40
O 0.28 -4.63 -3.68
H 1.51 -3.73 -5.00
H 0.64 -2.57 -3.97
H 2.20 -3.07 -2.10
H 3.01 -2.38 -3.42
H 4.04 -4.11 -3.94
H 0.89 -5.36 -3.56
C 2.21 -0.22 2.65
C 3.54 -0.77 2.20
O 4.60 -0.53 3.21
O 2.01 1.12 2.12
H 2.20 -0.15 3.74
H 1.37 -0.86 2.36
H 3.83 -0.50 1.19
H 3.53 -1.86 2.16
H 5.18 0.11 2.79
H 2.02 1.14 1.16
C -5.71 2.75 2.62
C -6.29 3.88 1.76
O -5.27 4.85 1.44
O -6.86 1.96 2.89
H -5.44 3.05 3.63
H -4.85 2.26 2.16
H -7.15 4.31 2.27
H -6.87 3.56 0.89
H -4.45 4.53 1.04
H -7.00 1.80 3.83
C 2.99 1.78 -0.88
O 1.90 0.95 -0.49
C 1.78 -0.22 -1.32
C 0.49 -0.94 -0.92
N -0.60 0.05 -0.99
C -1.85 -0.45 -0.49
C -1.92 -0.43 1.04
O -1.37 0.72 1.65
C -1.39 0.67 3.06
H 2.58 2.41 -1.67
H 3.88 1.21 -1.17
H 3.25 2.44 -0.05
H 2.63 -0.87 -1.13
H 1.73 -0.03 -2.39
H 0.59 -1.31 0.10
H 0.34 -1.81 -1.56
H -0.24 0.84 -0.48
H -2.09 -1.43 -0.90
H -2.66 0.23 -0.74
H -1.34 -1.31 1.31
H -2.95 -0.60 1.35
H -0.65 1.34 3.49
H -1.23 -0.35 3.42
H -2.44 0.87 3.25
*
```

Properties
⟨S²⟩	0.756
HOMO-LUMO gap (alpha / beta)	9.58 / 3.92	eV